Here is a structure of composition C29H59AlO22 in a non-equilibrium geometry from OMol25. Energies are from ωB97M-V/def2-TZVPD.

The geometry in XYZ format:
```
111
Properties=species:S:1:pos:R:3
Al -5.3309 2.1634 -2.7451
C 1.0362 0.8359 0.7200
O -0.2927 1.1525 0.2796
H 1.4924 1.6519 1.2805
H 1.1033 -0.1154 1.2478
H 1.7643 0.7069 -0.0808
C 3.2404 4.1187 -5.9338
C 1.7316 4.2095 -5.9540
O 1.3465 3.9094 -7.2711
C 0.0942 3.7765 -7.5534
O -0.8793 3.9400 -6.7484
O 0.0774 3.3630 -8.7884
C -1.1388 2.9231 -9.3967
H 3.6206 3.3310 -6.5842
H 3.5639 3.9098 -4.9141
H 3.5475 5.0974 -6.3023
H 1.3716 5.2020 -5.6830
H 1.2772 3.4057 -5.3747
H -0.9288 2.0540 -10.0201
H -1.3889 3.6494 -10.1701
H -1.9517 2.6973 -8.7066
C 8.8049 3.0115 -0.4705
C 9.9053 4.0017 -0.1646
O 10.0484 5.0383 -1.0567
C 11.0086 6.0273 -0.8396
O 11.8629 6.1212 0.0651
O 10.9574 6.8265 -1.8888
C 11.7734 7.9607 -1.9910
H 8.8857 2.5949 -1.4745
H 7.8616 3.5407 -0.3355
H 8.6647 2.2041 0.2482
H 10.8888 3.5320 -0.1778
H 9.7920 4.4301 0.8313
H 11.2887 8.6333 -2.6987
H 12.7534 7.7551 -2.4216
H 11.9296 8.4568 -1.0330
C -2.2591 10.3414 7.4085
C -2.2882 9.4645 8.6894
O -2.4762 8.0708 8.3813
C -1.5908 7.3871 7.5889
O -0.7210 7.8861 6.8549
O -1.7392 6.1214 7.9146
C -0.8294 5.1979 7.2516
H -2.9270 10.1312 6.5731
H -1.2702 10.3388 6.9501
H -2.4139 11.3909 7.6590
H -3.1397 9.7588 9.3029
H -1.4591 9.7862 9.3197
H -0.8483 4.1534 7.5628
H 0.1340 5.4756 7.6790
H -0.7847 5.2435 6.1635
C -2.0474 -6.4659 -1.9823
C -2.9506 -5.8540 -0.9166
O -4.2983 -6.0389 -1.3217
C -4.9417 -5.0738 -1.9565
O -4.6348 -3.8861 -2.1424
O -6.1406 -5.5303 -2.3342
C -7.1388 -4.6254 -2.7543
H -2.1715 -5.9828 -2.9515
H -2.3139 -7.4925 -2.2337
H -1.0047 -6.5246 -1.6700
H -2.6565 -4.8177 -0.7500
H -2.8517 -6.4503 -0.0095
H -7.2229 -3.6789 -2.2204
H -8.1240 -5.0463 -2.9547
H -6.8507 -4.4050 -3.7822
C 4.8640 -9.3985 7.8093
C 3.7503 -8.3942 7.8160
O 4.0766 -7.2880 6.9784
C 3.7251 -7.3168 5.6457
O 3.2419 -8.2506 5.0035
O 3.9037 -6.0770 5.1858
C 3.7733 -5.8585 3.7827
H 5.0561 -9.9902 8.7044
H 5.8362 -8.9248 7.6732
H 4.7569 -10.2068 7.0859
H 3.3614 -8.1024 8.7916
H 2.9067 -8.9413 7.3952
H 4.1977 -4.8911 3.5142
H 2.7244 -5.9266 3.4943
H 4.1923 -6.6309 3.1378
C -4.6959 -2.2112 5.6980
C -5.2788 -1.0048 4.9257
O -6.7398 -1.0860 4.9105
C -7.4002 -0.7478 3.8134
O -6.8620 -0.5782 2.7298
O -8.7768 -0.7104 3.9971
C -9.6030 -0.3857 2.8374
H -5.2866 -2.5057 6.5654
H -3.6937 -1.9067 5.9998
H -4.6001 -3.1774 5.2027
H -4.7959 -1.1748 3.9634
H -4.9996 -0.0544 5.3806
H -9.3201 -1.0077 1.9881
H -9.6092 0.6997 2.7381
H -10.6605 -0.6211 2.9575
C -4.4281 -4.5795 -9.4683
C -3.9846 -3.3075 -8.7153
O -2.7164 -3.5155 -8.1755
C -2.0106 -2.6008 -7.4294
O -2.5868 -1.7479 -6.7199
O -0.7002 -2.8507 -7.4441
C 0.0561 -2.4237 -6.3853
H -4.5513 -5.4958 -8.8910
H -3.6282 -4.8795 -10.1453
H -5.3733 -4.3297 -9.9503
H -4.7101 -3.1130 -7.9253
H -3.9883 -2.4694 -9.4122
H -0.5306 -2.3859 -5.4674
H 0.4719 -1.4645 -6.6935
H 0.8157 -3.1574 -6.1155
```

Spin multiplicity = 1
Energy above the lowest of the compared OMol25 structures with the same formula, charge and spin = 1.504 eV
F_max = 4.65 eV/Å
Total charge = +2
HOMO level = -0.4920 hartree

***

Here is a structure of composition C29H59CuO28V in a non-equilibrium geometry from OMol25. Energies are from ωB97M-V/def2-TZVPD.

The geometry in XYZ format:
```
118
Properties=species:S:1:pos:R:3
V -3.7421 1.3119 -0.5963
Cu -1.2008 1.2632 -2.9843
C 0.8062 0.1006 -0.8188
C -0.1941 0.9125 0.0064
O -1.4765 0.8961 -0.5177
H 0.6555 0.2947 -1.8808
H 0.7541 -0.9610 -0.5770
H 1.7824 0.5130 -0.5638
H 0.1003 1.9564 0.1138
H -0.1405 0.5014 1.0146
C 0.8355 1.0601 -7.2732
O 1.9769 1.0698 -6.4947
C 1.8789 1.0683 -5.1390
O 0.8243 0.9717 -4.4490
O 3.0688 1.1753 -4.5942
C 3.2986 1.1821 -3.2784
H 0.0125 0.4891 -6.8434
H 0.9887 0.6481 -8.2706
H 0.4324 2.0694 -7.3561
H 3.1989 2.1196 -2.7314
H 4.3272 0.8442 -3.1519
H 2.6779 0.4568 -2.7523
C -0.4517 4.3305 5.9207
O 0.1422 3.9818 4.6987
C 1.3983 4.2332 4.4883
O 2.2138 4.6446 5.3381
O 1.7819 4.0182 3.1504
C 1.1388 3.1452 2.3505
H -1.4396 3.8701 5.9294
H -0.7080 5.3869 5.8402
H 0.0960 4.1026 6.8351
H 0.0674 3.3403 2.3952
H 1.2946 2.0996 2.6164
H 1.3859 3.2380 1.2929
C 3.8781 -0.3543 2.4267
O 5.2241 -0.2281 2.7643
C 5.7977 0.9220 2.6637
O 5.2606 2.0333 2.3794
O 6.9684 0.7647 3.1451
C 7.9080 1.7584 3.3208
H 3.2760 0.3717 2.9730
H 3.6156 -1.3461 2.7950
H 3.7472 -0.3346 1.3448
H 8.0732 2.2482 2.3612
H 8.7902 1.3353 3.8012
H 7.5586 2.3912 4.1366
C -3.2472 -4.5637 3.3108
O -2.2377 -3.7658 2.6844
C -1.1375 -3.5284 3.2275
O -0.7199 -3.9195 4.3179
O -0.4840 -2.6976 2.4303
C 0.7852 -2.2103 2.7014
H -4.1859 -4.0249 3.4399
H -2.9548 -4.8462 4.3221
H -3.4495 -5.4885 2.7706
H 1.5169 -2.9887 2.9180
H 0.6699 -1.4996 3.5197
H 1.1811 -1.7074 1.8191
C 2.9334 -3.0769 -1.3114
O 4.0344 -3.2522 -0.3829
C 5.2756 -3.4048 -0.8733
O 5.6747 -3.3743 -2.0426
O 6.1130 -3.2318 0.2569
C 7.5460 -3.2879 0.1002
H 2.0101 -3.0837 -0.7321
H 2.7795 -3.9348 -1.9659
H 3.0299 -2.1790 -1.9216
H 7.8558 -2.4523 -0.5274
H 7.8174 -4.2653 -0.2988
H 8.0594 -3.1648 1.0538
C -4.4280 3.8555 3.1572
O -3.4296 4.5291 2.4473
C -3.0530 4.1056 1.2555
O -3.3668 3.0988 0.5857
O -2.2435 5.0299 0.6650
C -1.6880 4.8734 -0.5864
H -5.3355 4.4396 3.3103
H -4.0294 3.3374 4.0294
H -4.7391 3.0299 2.5171
H -2.4961 4.7668 -1.3101
H -1.1383 3.9325 -0.6104
H -1.0997 5.7449 -0.8737
C -2.0873 0.5755 3.7134
O -2.8590 -0.5852 3.3699
C -3.6605 -0.5721 2.2879
O -3.6332 0.3309 1.4112
O -4.4626 -1.6542 2.3450
C -5.3821 -1.8691 1.3123
H -1.1606 0.3159 4.2253
H -2.6403 1.3898 4.1816
H -1.6239 0.9793 2.8132
H -6.1779 -1.1281 1.3884
H -6.0276 -2.7419 1.4107
H -4.8709 -1.9961 0.3581
C -5.0444 -1.4000 -3.8420
O -4.0729 -2.2039 -3.0970
C -3.5553 -1.8045 -1.9366
O -3.8538 -0.8254 -1.2621
O -2.5715 -2.6872 -1.6309
C -2.0831 -2.6979 -0.3620
H -4.5838 -0.5391 -4.3264
H -5.8769 -0.9668 -3.2876
H -5.4687 -1.8983 -4.7137
H -1.3782 -3.5291 -0.3460
H -2.9535 -2.9345 0.2500
H -1.5954 -1.7853 -0.0194
C -0.4197 -2.3417 -3.6560
O -1.3715 -2.3752 -4.7058
C -1.7682 -1.2428 -5.2825
O -1.6087 -0.0642 -4.9309
O -2.6465 -1.6436 -6.2483
C -3.3202 -0.5819 -6.9563
H -0.4237 -1.4280 -3.0616
H 0.5841 -2.5797 -4.0080
H -0.6600 -3.1855 -3.0091
H -2.5506 -0.0021 -7.4658
H -4.0355 -0.0491 -6.3297
H -3.8566 -0.9695 -7.8225
```

Spin multiplicity = 4
Energy above the lowest of the compared OMol25 structures with the same formula, charge and spin = 3.490 eV
<S²> = 3.754
F_max = 6.07 eV/Å
Total charge = +2
HOMO level (alpha / beta) = -0.4927 / -0.4927 hartree

***

Here is a structure of composition C29H60BaClN6O7P2S in a non-equilibrium geometry from OMol25. Energies are from ωB97M-V/def2-TZVPD.

The geometry in XYZ format:
```
107
Properties=species:S:1:pos:R:3
Ba 0.4098 0.9956 0.0211
C 4.6218 -2.9083 0.9553
N 3.2392 -3.3370 0.8417
C 2.9200 -4.5503 1.5747
C 2.3329 -2.5795 0.1874
O 2.5959 -1.4829 -0.2896
C 0.9444 -3.1653 0.0506
O 0.2459 -2.4020 -0.8992
C -1.1200 -2.7277 -0.8927
C -1.8217 -1.8162 -1.8915
O -1.3657 -0.7091 -2.1475
N -2.9737 -2.2790 -2.4216
C -3.7746 -1.4013 -3.2637
C -3.4964 -3.6189 -2.1802
H 5.2816 -3.7291 0.6686
H 4.8524 -2.6147 1.9824
H 4.7957 -2.0666 0.2961
H 3.4196 -5.4137 1.1307
H 1.8518 -4.7361 1.5966
H 3.2671 -4.4480 2.6054
H 0.4557 -3.1028 1.0305
H 0.9957 -4.2131 -0.2673
H -1.5506 -2.5162 0.0972
H -1.2679 -3.7835 -1.1333
H -3.3175 -0.4182 -3.2807
H -4.7838 -1.3201 -2.8581
H -3.8332 -1.7920 -4.2809
H -3.6749 -3.8038 -1.1195
H -2.8325 -4.3907 -2.5727
H -4.4481 -3.7086 -2.6961
C 4.0615 0.9985 -1.2084
N 3.0392 1.2877 -2.2219
C 2.7664 0.1946 -3.1731
P 1.8873 2.4315 -2.1291
O 0.4914 2.0338 -1.8144
O 2.5400 3.3911 -0.9752
P 1.6312 3.8360 0.2946
O 1.2125 2.6827 1.1286
N 2.7057 4.7542 1.1254
C 3.5648 5.7475 0.4861
C 2.3872 5.0456 2.5295
N 0.3711 4.6148 -0.3864
C 0.6103 5.7116 -1.3226
C -0.8737 4.7424 0.3813
N 1.9018 3.3598 -3.4717
C 0.8082 3.3124 -4.4436
C 3.1810 3.8296 -3.9938
H 5.0458 0.9969 -1.6821
H 3.8834 0.0276 -0.7570
H 4.0668 1.7599 -0.4339
H 3.6979 -0.0926 -3.6615
H 2.0655 0.5318 -3.9392
H 2.3429 -0.6751 -2.6727
H 3.6758 5.5358 -0.5747
H 4.5538 5.7152 0.9453
H 3.1633 6.7571 0.6066
H 1.5962 4.3889 2.8895
H 2.0592 6.0812 2.6477
H 3.2751 4.8928 3.1457
H 1.5315 5.5575 -1.8810
H 0.6650 6.6750 -0.8071
H -0.2130 5.7487 -2.0371
H -0.9691 3.9262 1.0923
H -1.7223 4.7007 -0.3009
H -0.9088 5.6868 0.9311
H -0.0793 2.8897 -3.9816
H 1.0818 2.7074 -5.3120
H 0.5777 4.3230 -4.7843
H 3.9476 3.7778 -3.2223
H 3.0848 4.8672 -4.3175
H 3.5078 3.2297 -4.8474
Cl -3.9545 3.0140 0.8664
C -2.8872 3.0176 2.2510
C -2.8458 4.1639 3.0279
C -1.9824 4.2488 4.1104
C -1.1798 3.1478 4.4108
C -1.2384 2.0072 3.6366
C -2.0786 1.8840 2.4989
C -2.0610 0.6967 1.6887
H -3.4950 4.9957 2.7824
H -1.9398 5.1496 4.7086
H -0.5145 3.1887 5.2670
H -0.6132 1.1545 3.8735
H -2.9555 0.5870 1.0779
H -1.8813 -0.1984 2.2875
C 4.1616 1.0480 2.6589
C 3.5550 0.8499 4.0473
C 2.0770 0.4774 3.9721
S 1.8934 -1.2353 3.3520
O 0.8290 -1.2178 2.2922
C 1.1315 -1.9684 4.8332
C -0.3182 -1.5464 5.0279
C -1.0507 -2.5036 5.9658
H 5.2314 1.2484 2.7256
H 3.6842 1.8943 2.1575
H 4.0248 0.1567 2.0382
H 3.6622 1.7664 4.6301
H 4.0996 0.0663 4.5827
H 1.5460 1.0931 3.2450
H 1.5879 0.5567 4.9417
H 1.7723 -1.7084 5.6797
H 1.2022 -3.0477 4.6737
H -0.8081 -1.5233 4.0535
H -0.3672 -0.5363 5.4394
H -1.0722 -3.5152 5.5557
H -2.0796 -2.1776 6.1139
H -0.5667 -2.5464 6.9435
```

Spin multiplicity = 1
Energy above the lowest of the compared OMol25 structures with the same formula, charge and spin = 3.790 eV
F_max = 10.37 eV/Å
Total charge = +1
HOMO level = -0.2766 hartree

***

Here is a cluster of 3 separate species, C29H60N7O6P3 in total in a non-equilibrium geometry from OMol25. Energies are from ωB97M-V/def2-TZVPD.

The geometry in XYZ format:
```
105
Properties=species:S:1:pos:R:3
C -2.7981 1.5793 8.9929
C -2.9762 1.7228 7.4685
C -1.6950 2.1881 6.7407
C -0.5797 1.1915 6.9964
O 0.6892 1.5110 6.4121
C 0.6688 1.8534 5.0522
C -0.2101 0.9822 4.1002
C -0.8725 1.7562 2.9610
O -1.8650 2.4054 3.2066
C -0.3506 1.7069 1.5655
C 0.7029 0.8843 1.1769
C 1.1573 0.8206 -0.1336
C 0.5509 1.6239 -1.0886
C -0.4876 2.4708 -0.7069
C -0.9398 2.5264 0.5972
N 2.0647 1.5597 4.6286
C 2.4724 2.3148 3.5748
O 3.3227 2.0724 2.7538
C 1.6549 3.5981 3.6150
C 0.7110 3.4170 4.8120
P 1.6791 4.0437 6.3124
C 2.5379 5.6110 5.8222
O 0.5491 4.5567 7.4379
H -3.6193 2.0112 9.5590
H -2.6468 0.5376 9.2788
H -1.8824 2.1007 9.2835
H -3.6970 2.5303 7.3180
H -3.4026 0.8325 7.0035
H -1.4860 3.1918 7.1116
H -1.9592 2.2547 5.6834
H -0.3963 1.0681 8.0608
H -0.8963 0.2109 6.6166
H 0.4388 0.2426 3.6432
H -1.0037 0.4209 4.5905
H 1.2129 0.2566 1.8943
H 1.9744 0.1580 -0.3764
H 0.8991 1.5924 -2.1134
H -0.9427 3.0805 -1.4792
H -1.7418 3.2015 0.8622
H 2.3602 0.5941 4.6623
H 2.1759 4.5410 3.5025
H 0.9899 3.6063 2.7419
H -0.3096 3.7903 4.7431
H 3.1966 5.4720 4.9692
H 1.8287 6.4319 5.6785
H 3.1871 5.8582 6.6632
H 1.0434 4.8200 8.2208
C 3.6591 -5.3579 -1.0618
N 2.9428 -4.3607 -0.3029
C 3.4870 -4.2389 1.0414
P 1.2804 -3.9538 -0.3944
O 1.3994 -2.4574 -0.2495
N 0.6466 -3.9085 -2.0246
C 1.5411 -3.9122 -3.1710
C -0.3518 -2.8433 -2.1581
N 0.6942 -5.6024 -0.1133
C 0.4510 -6.5359 -1.1928
C -0.4753 -5.5977 0.7876
H 3.4853 -6.3839 -0.7000
H 4.7320 -5.1645 -0.9894
H 3.4350 -5.3147 -2.1240
H 3.2007 -5.0927 1.6757
H 3.1296 -3.3245 1.5191
H 4.5755 -4.1761 1.0141
H 2.3509 -3.1759 -3.0851
H 0.9786 -3.7003 -4.0821
H 1.9722 -4.9014 -3.3378
H 0.1002 -1.8533 -2.2792
H -0.9904 -2.8145 -1.2727
H -0.9990 -3.0318 -3.0179
H -0.3770 -6.2416 -1.8452
H 0.2046 -7.5045 -0.7492
H 1.3374 -6.7042 -1.8014
H -1.3663 -5.1745 0.3048
H -0.2618 -4.9971 1.6777
H -0.7080 -6.6048 1.1366
C -2.8602 -1.0702 -6.6595
N -2.0350 -0.5876 -5.5805
C -2.6460 -0.7980 -4.2817
P -0.9878 0.7777 -5.5338
O 0.1227 0.1388 -4.7359
N -0.0772 1.0455 -7.0078
C -0.0160 0.0177 -8.0361
C 1.2802 1.5309 -6.7488
N -2.2703 1.9000 -6.0382
C -2.5380 2.2052 -7.4279
C -2.1869 3.1657 -5.2817
H -3.7812 -0.4810 -6.7970
H -3.1609 -2.1000 -6.4509
H -2.3259 -1.1173 -7.6050
H -3.4591 -0.0770 -4.0974
H -1.8942 -0.6712 -3.4996
H -3.0446 -1.8084 -4.1744
H 0.2427 -0.9721 -7.6372
H 0.7239 0.2899 -8.7909
H -0.9552 -0.0535 -8.5874
H 1.9670 0.7210 -6.4799
H 1.2875 2.2575 -5.9351
H 1.6682 2.0329 -7.6379
H -1.7260 2.7504 -7.9193
H -3.4354 2.8285 -7.4662
H -2.7690 1.3155 -8.0101
H -1.3094 3.7609 -5.5680
H -2.1133 2.9576 -4.2090
H -3.0842 3.7696 -5.4236
```

Spin multiplicity = 1
F_max = 6.97 eV/Å
SMILES = CCCCO[C@]1(CC(=O)c2ccccc2)NC(=O)C[C@@H]1P(C)O.CN(C)P(=O)(N(C)C)N(C)C.CN(C)P(=O)(N(C)C)N(C)C
HOMO level = -0.2762 hartree